No. 1
{"formula": "C5H4O3", "method": "ωB97M-V/def2-TZVPD", "symbols": ["C", "C", "C", "C", "O", "C", "O", "O", "H", "H", "H", "H"], "positions_angstrom": [[0.884, -2.637, 0.863], [0.491, -1.560, 1.234], [0.104, -0.172, 1.409], [-0.610, 0.228, 0.217], [-1.666, -0.251, -0.104], [0.183, 1.036, -0.733], [1.296, 1.444, -0.594], [-0.621, 1.305, -1.766], [1.447, -3.527, 0.483], [-0.619, -0.158, 2.161], [0.919, 0.527, 1.553], [-0.120, 1.801, -2.422]], "homo_energy_ha": -0.3698, "homo_lumo_gap_ev": 9.54, "total_charge": 0, "smiles": "C#CCC(=O)C(=O)O"}

---

No. 2
{"formula": "C3H9ClNOP", "method": "ωB97M-V/def2-TZVPD", "symbols": ["C", "N", "C", "P", "C", "O", "Cl", "H", "H", "H", "H", "H", "H", "H", "H", "H"], "positions_angstrom": [[-0.513, 1.446, 1.159], [-0.225, 0.426, 0.193], [-0.734, -0.904, 0.683], [1.514, 0.406, -0.157], [1.555, -0.283, -1.842], [2.197, 1.703, 0.046], [2.511, -0.942, 0.968], [0.210, 2.205, 1.233], [-1.471, 1.861, 0.946], [-0.633, 1.055, 2.152], [-1.801, -0.899, 0.510], [-0.175, -1.497, 0.025], [-0.512, -1.117, 1.761], [0.490, -0.443, -1.908], [2.031, 0.451, -2.517], [1.914, -1.251, -2.036]], "homo_energy_ha": -0.3635, "homo_lumo_gap_ev": 10.63, "total_charge": 0, "smiles": "CN(C)[P@@](C)(=O)Cl"}

---

No. 3
{"formula": "C28H43BrCoN2P2", "method": "ωB97M-V/def2-TZVPD", "symbols": ["C", "C", "C", "C", "N", "C", "C", "C", "C", "C", "C", "C", "C", "C", "Co", "P", "H", "H", "H", "H", "H", "H", "H", "H", "C", "C", "H", "H", "H", "H", "H", "C", "C", "H", "H", "H", "H", "H", "C", "C", "H", "H", "H", "H", "H", "Br", "P", "C", "C", "H", "H", "H", "H", "H", "C", "C", "H", "H", "H", "H", "H", "C", "C", "H", "H", "H", "H", "H", "C", "C", "C", "N", "H", "H", "H", "H", "H"], "positions_angstrom": [[-2.378, -3.005, -1.315], [-1.920, -1.717, -1.707], [-2.912, -0.822, -2.193], [-4.247, -1.234, -2.232], [-4.683, -2.446, -1.839], [-3.739, -3.304, -1.403], [-0.562, -1.323, -1.569], [0.672, -1.060, -1.789], [1.789, -1.088, -2.697], [3.036, -0.537, -2.319], [4.134, -0.551, -3.184], [3.990, -1.126, -4.455], [2.766, -1.683, -4.864], [1.677, -1.661, -3.989], [0.376, -0.376, 0.219], [-1.385, -0.323, 1.769], [-2.626, 0.181, -2.525], [-1.666, -3.744, -0.934], [-5.016, -0.540, -2.601], [-4.097, -4.297, -1.096], [0.720, -2.092, -4.299], [3.114, -0.097, -1.320], [2.672, -2.127, -5.859], [5.092, -0.121, -2.879], [-1.038, 0.447, 3.444], [-2.194, 1.026, 4.270], [-0.292, 1.236, 3.236], [-0.493, -0.327, 4.017], [-1.811, 1.475, 5.204], [-2.723, 1.820, 3.716], [-2.934, 0.257, 4.547], [-2.874, 0.605, 1.109], [-4.291, 0.202, 1.534], [-2.781, 0.501, 0.014], [-2.682, 1.670, 1.332], [-5.031, 0.825, 1.000], [-4.504, -0.848, 1.269], [-4.462, 0.331, 2.615], [-2.029, -2.039, 2.146], [-2.841, -2.307, 3.419], [-1.127, -2.675, 2.139], [-2.596, -2.328, 1.241], [-3.108, -3.378, 3.477], [-2.261, -2.065, 4.326], [-3.779, -1.730, 3.449], [5.480, -1.157, -5.648], [0.855, 1.923, -0.262], [-0.266, 3.178, 0.574], [0.156, 4.647, 0.714], [-0.445, 2.755, 1.579], [-1.232, 3.095, 0.042], [-0.617, 5.214, 1.264], [1.097, 4.742, 1.282], [0.298, 5.137, -0.262], [2.585, 2.550, 0.130], [3.196, 3.707, -0.672], [3.230, 1.660, 0.028], [2.573, 2.775, 1.213], [4.230, 3.902, -0.334], [3.244, 3.462, -1.747], [2.627, 4.643, -0.562], [0.643, 2.254, -2.097], [0.279, 3.654, -2.604], [-0.131, 1.529, -2.408], [1.576, 1.893, -2.568], [0.147, 3.634, -3.702], [-0.672, 4.008, -2.168], [1.056, 4.401, -2.376], [3.928, -3.731, 2.888], [3.510, -3.733, 1.426], [2.511, -2.614, 1.183], [1.682, -1.686, 0.981], [4.379, -2.791, 3.128], [4.631, -4.518, 3.059], [3.067, -3.881, 3.505], [4.371, -3.583, 0.809], [3.059, -4.673, 1.186]], "homo_energy_ha": [-0.5083, -0.5089], "s2": 3.77, "homo_lumo_gap_ev": [7.44, 6.27], "total_charge": 2, "spin_multiplicity": 4}

---

No. 4
{"formula": "C46H41N4O2PSSc", "method": "ωB97M-V/def2-TZVPD", "symbols": ["Sc", "O", "C", "C", "C", "C", "C", "C", "C", "N", "C", "C", "N", "C", "C", "C", "C", "C", "C", "C", "O", "H", "H", "H", "H", "H", "H", "H", "H", "H", "H", "H", "H", "H", "H", "N", "C", "C", "C", "C", "C", "C", "P", "C", "C", "C", "C", "C", "C", "C", "C", "C", "C", "C", "C", "H", "H", "H", "H", "H", "H", "H", "H", "H", "H", "H", "H", "H", "H", "H", "H", "N", "S", "C", "C", "C", "C", "C", "C", "C", "C", "C", "C", "C", "C", "H", "H", "H", "H", "H", "H", "H", "H", "H", "H", "H"], "positions_angstrom": [[0.950, 1.566, 0.356], [0.098, 1.959, 2.100], [-0.593, 2.850, 2.745], [-0.981, 2.705, 4.082], [-1.690, 3.683, 4.726], [-2.015, 4.903, 4.133], [-1.643, 5.041, 2.822], [-0.941, 4.069, 2.105], [-0.239, 4.405, 0.878], [0.484, 3.710, 0.101], [1.130, 4.330, -1.148], [1.184, 3.214, -2.271], [1.833, 2.116, -1.653], [3.051, 1.814, -2.016], [3.771, 0.783, -1.469], [4.837, 0.075, -2.282], [5.361, -1.066, -1.868], [5.017, -1.627, -0.499], [4.215, -0.779, 0.482], [3.576, 0.370, -0.182], [2.858, 1.039, 0.695], [-0.894, 1.732, 4.556], [-1.986, 3.495, 5.757], [-2.615, 5.599, 4.731], [-1.930, 5.933, 2.257], [-0.503, 5.418, 0.574], [2.119, 4.593, -0.892], [0.626, 5.157, -1.548], [1.702, 3.570, -3.185], [0.216, 2.818, -2.503], [3.559, 2.407, -2.757], [5.020, 0.446, -3.350], [6.089, -1.711, -2.349], [5.889, -2.106, -0.033], [4.710, -0.384, 1.365], [1.119, -1.067, -2.697], [0.675, -2.265, -2.181], [0.091, -3.227, -2.992], [-0.183, -4.509, -2.550], [-0.175, -4.819, -1.190], [0.274, -3.840, -0.308], [0.753, -2.604, -0.804], [1.380, -1.371, 0.321], [3.159, -1.974, 0.704], [3.320, -2.823, 1.948], [3.702, -4.052, 1.948], [3.985, -4.786, 0.672], [4.012, -4.140, -0.481], [3.828, -2.625, -0.585], [0.436, -1.463, 1.897], [-0.795, -2.216, 2.086], [-1.365, -2.242, 3.346], [-0.835, -1.486, 4.401], [0.330, -0.765, 4.196], [0.928, -0.726, 2.932], [1.398, -1.083, -3.678], [1.619, -0.456, -2.082], [0.085, -3.082, -4.114], [-0.646, -5.223, -3.304], [-0.569, -5.827, -0.933], [0.314, -4.123, 0.770], [3.239, -2.262, 2.906], [3.830, -4.542, 2.926], [4.124, -5.844, 0.736], [4.136, -4.676, -1.329], [3.233, -2.388, -1.475], [-1.346, -2.774, 1.293], [-2.163, -2.903, 3.447], [-1.390, -1.493, 5.340], [0.775, -0.202, 5.000], [1.834, -0.091, 2.925], [-0.946, 0.961, -0.938], [-2.353, 1.709, -1.096], [-3.093, 1.200, -2.570], [-2.327, 0.325, -3.407], [-2.916, -0.138, -4.542], [-4.126, 0.388, -5.007], [-4.727, 1.401, -4.257], [-4.315, 1.763, -2.976], [-3.575, 1.086, 0.106], [-4.018, 2.018, 1.084], [-4.859, 1.597, 2.037], [-5.385, 0.277, 2.000], [-5.017, -0.621, 1.010], [-4.088, -0.203, 0.063], [-0.869, -0.020, -0.992], [-1.390, -0.064, -3.053], [-2.473, -0.933, -5.098], [-4.601, 0.177, -5.941], [-5.635, 1.819, -4.672], [-4.908, 2.415, -2.354], [-3.579, 2.981, 1.026], [-5.123, 2.340, 2.794], [-6.021, -0.083, 2.845], [-5.311, -1.637, 1.055], [-3.720, -0.916, -0.671]], "homo_energy_ha": -0.3695, "homo_lumo_gap_ev": 7.69, "total_charge": 1}

---

No. 5
{"formula": "C4H7NO2", "method": "ωB97M-V/def2-TZVPD", "symbols": ["C", "C", "N", "O", "C", "C", "O", "H", "H", "H", "H", "H", "H", "H"], "positions_angstrom": [[-1.394, -1.193, -0.010], [-0.132, -0.409, -0.176], [0.074, 0.806, 0.307], [-1.061, 1.606, 0.505], [0.972, -0.875, -1.014], [1.285, 1.316, 0.535], [1.309, -2.036, -1.147], [-2.109, -0.937, -0.801], [-1.145, -2.253, -0.116], [-1.890, -1.023, 0.951], [-0.928, 2.047, 1.364], [1.472, -0.014, -1.526], [1.513, 2.328, 0.222], [2.035, 0.637, 0.907]], "homo_energy_ha": [-0.2940, -0.2941], "homo_lumo_gap_ev": [8.09, 8.09], "total_charge": 0}